(1)
A cluster of 2 separate species, C9H14O in total. Source: the OMol25 dataset; level of theory: ωB97M-V/def2-TZVPD.

Summary:
Relative energy (zero: lowest compared OMol25 entry of this formula, charge and spin) ... 0.808 eV
SMILES ... Cc1ccc(O)cc1.CC
Gap between HOMO and LUMO ... 9.279 eV

The geometry in XYZ format:
```
24
Properties=species:S:1:pos:R:3:forces:R:3
C -1.39044 -2.67416 -2.11358 0.1881 -0.4875 2.1210
C -2.08831 -1.86468 -0.99851 0.3837 0.5331 0.3258
H -1.78467 -3.68028 -1.90864 0.0295 0.0186 -1.2510
H -1.53238 -2.21459 -3.08038 -0.2612 -0.4859 -0.3475
H -0.30682 -2.79361 -1.91053 -0.4763 0.4791 -0.2009
H -1.65162 -2.05670 -0.01436 0.1611 -0.2019 -0.1010
H -3.15596 -2.11052 -0.86577 0.3487 0.2573 -0.4816
H -1.94269 -0.78848 -1.14000 -0.3279 -0.0704 -0.0402
C -0.42270 0.79317 3.12284 -0.4458 0.5166 0.3491
C 0.09173 1.65845 -0.48734 0.4346 -1.0429 1.2045
C -0.48154 1.55143 0.76306 0.2981 0.4510 -0.0816
C 1.11292 0.72952 -0.76784 -0.6462 1.2967 -2.2319
C -0.00965 0.62664 1.69531 0.1402 0.0379 0.0468
C 1.61305 -0.21202 0.09552 -1.0303 -0.4263 1.1482
C 0.98952 -0.29792 1.35340 -0.5234 0.5962 -0.5471
O 1.47261 0.64809 -2.10248 0.9711 -0.7289 -0.1346
H -0.25266 2.42124 -1.17406 0.1335 -0.3115 -0.2895
H -1.28564 2.23726 1.02015 0.1326 -0.1180 0.2021
H 1.60330 1.48895 -2.54558 -0.1906 0.2525 0.3355
H 2.35823 -0.94108 -0.19034 -0.0149 0.1560 -0.2720
H -0.62551 -0.17538 3.59030 0.3621 0.3193 0.3498
H -1.30002 1.44328 3.26946 -0.0852 -0.4847 -0.4542
H 1.19059 -1.12304 2.03084 0.3782 0.2992 0.0721
H 0.34829 1.41834 3.60518 0.0403 -0.8556 0.2783
```
Positions in Å, forces in eV/Å.

---

(2)
A cluster of 2 separate species, C9H14O in total. Source: the OMol25 dataset; level of theory: ωB97M-V/def2-TZVPD.

Summary:
Relative energy (zero: lowest compared OMol25 entry of this formula, charge and spin) ... 0.639 eV
SMILES ... Cc1ccc(O)cc1.CC
Gap between HOMO and LUMO ... 9.266 eV

The geometry in XYZ format:
```
24
Properties=species:S:1:pos:R:3:forces:R:3
C -2.13830 1.91406 -0.47751 0.3840 0.7187 -0.4778
C -0.85089 -0.21534 -0.90465 0.7329 -0.2756 0.5410
C -1.78624 0.49649 -0.13432 0.5586 -0.0175 -1.1604
C -0.25367 -1.32617 -0.35378 -0.8690 -0.8670 -0.0894
C -0.76257 -1.92661 0.80751 1.4342 0.1241 -0.5870
C -2.24233 -0.10311 1.01100 -0.0074 0.4370 0.7719
C -1.75896 -1.31714 1.51515 -0.6399 0.5228 -0.1819
O -0.16790 -3.07479 1.24327 -1.7628 -0.1459 1.4085
H -0.44474 0.04944 -1.87370 -0.3129 0.7168 0.0674
H 0.54023 -1.85973 -0.86517 -0.0200 0.1190 -0.1836
H -2.91088 2.05371 -1.23700 -0.4180 -0.2343 0.3826
H -1.29871 2.45132 -0.93510 0.2391 -0.3877 0.0938
H -2.90925 0.51965 1.59547 -0.2221 -0.3580 0.2526
H 0.66718 -3.20760 0.84727 1.2862 -0.0807 -0.8426
H -2.14350 -1.71018 2.44199 0.0460 -0.1713 0.0682
H -2.32575 2.49908 0.42394 -0.5090 -0.1366 -0.0573
C 2.51369 0.81813 0.32961 1.4655 -0.5976 -0.0508
C 2.67443 0.32672 -1.12859 -1.0923 0.4965 0.9829
H 2.10611 0.08129 1.01825 -0.5777 0.1174 -0.1851
H 3.49759 1.03478 0.75867 0.0272 0.0310 -0.0705
H 1.98949 1.75322 0.32583 -0.5803 0.3125 0.3072
H 3.54666 0.79067 -1.55013 0.3878 -0.0850 -0.4536
H 1.78760 0.70655 -1.63255 0.1225 -0.1915 -0.5028
H 2.67072 -0.75446 -1.22547 0.3275 -0.0469 -0.0332
```
Positions in Å, forces in eV/Å.

---

(3)
A cluster of 2 separate species, C9H14O in total. Source: the OMol25 dataset; level of theory: ωB97M-V/def2-TZVPD.

Summary:
Relative energy (zero: lowest compared OMol25 entry of this formula, charge and spin) ... 1.117 eV
SMILES ... Cc1ccccc1.CCO
Gap between HOMO and LUMO ... 9.986 eV

The geometry in XYZ format:
```
24
Properties=species:S:1:pos:R:3:forces:R:3
C -2.54031 -0.60204 1.35457 -0.3024 0.5930 0.1672
C -1.44673 -1.64612 1.29734 0.3212 -0.6495 0.1108
O -2.94501 -0.25268 2.67416 0.1534 1.5161 -0.6717
H -2.21682 0.34249 0.90856 0.1693 -0.0735 0.1252
H -3.42475 -0.87720 0.77402 0.0181 -0.3461 -0.0090
H -0.54043 -1.29151 0.80442 -0.1799 -0.0744 -0.2965
H -3.03442 -0.99851 3.23092 -0.1033 -1.3518 0.5883
H -1.80854 -2.57181 0.84418 0.1890 0.1239 -0.2831
H -1.09850 -1.95961 2.28345 -0.2140 0.2823 0.2408
C 0.43908 2.48207 -0.11805 -1.2168 2.0275 -0.1394
C 2.86113 -0.26005 -0.88144 -0.9337 -1.8997 -2.0098
C 2.30308 0.83015 -0.27436 -0.5406 0.0123 -0.0669
C 2.07149 -1.04123 -1.78945 1.4847 1.3729 0.8748
C 1.00982 1.23072 -0.68245 -0.0300 -0.2359 0.8006
C 0.78272 -0.69406 -2.09650 -0.4282 -0.8003 0.1103
C 0.22187 0.44950 -1.52664 0.9075 0.2636 0.4108
H 3.84795 -0.70496 -0.89132 0.3663 0.7558 1.1877
H 2.76030 1.31092 0.57941 0.2740 0.3992 -0.2799
H 2.62893 -1.86556 -2.21168 -0.5677 -0.2841 -0.2832
H 0.23726 -1.42534 -2.68216 -0.3725 0.4256 -0.1902
H 0.46593 2.68226 0.95304 0.4251 -0.6327 0.1720
H -0.61375 2.68321 -0.37377 0.0269 -0.8085 -0.0190
H -0.80448 0.77217 -1.62142 -0.1001 -0.2317 -0.4881
H 0.84417 3.40718 -0.55480 0.6537 -0.3841 -0.0516
```
Positions in Å, forces in eV/Å.